Entry 1:
{"formula": "C39H33Cl2N3O5STeZr", "method": "the ωB97M-V functional and the def2-TZVPD basis", "species": ["Zr", "N", "C", "C", "O", "N", "C", "C", "O", "O", "H", "H", "H", "H", "H", "H", "Cl", "C", "C", "C", "C", "C", "Cl", "C", "S", "H", "H", "H", "C", "C", "C", "C", "C", "O", "C", "C", "C", "C", "C", "C", "C", "O", "C", "C", "C", "N", "C", "C", "Te", "C", "C", "C", "C", "C", "C", "C", "C", "C", "C", "C", "C", "H", "H", "H", "H", "H", "H", "H", "H", "H", "H", "H", "H", "H", "H", "H", "H", "H", "H", "H", "H", "H", "H", "H", "H"], "positions_angstrom": [[-0.334410, -0.052521, 0.112732], [-0.514279, 1.302370, 1.977203], [-1.708768, 0.854459, 2.743584], [-2.815343, 0.758047, 1.697912], [-3.854890, 1.379562, 1.830634], [-2.414705, 0.016309, 0.620985], [-3.149349, 0.288309, -0.619456], [-2.214032, 1.011053, -1.606434], [-2.471235, 1.199402, -2.757407], [-1.040197, 1.396715, -1.016778], [-0.695194, 2.262136, 1.673221], [0.329270, 1.297743, 2.554081], [-1.501986, -0.110530, 3.201097], [-2.005310, 1.561311, 3.514404], [-3.504776, -0.617548, -1.102364], [-4.000878, 0.941190, -0.421040], [-0.541327, -2.235984, 1.776872], [-1.656860, -3.363587, 1.051051], [-2.204573, -4.334600, 1.865150], [-3.041931, -5.278656, 1.297998], [-3.308956, -5.225282, -0.060620], [-2.746432, -4.234789, -0.846734], [-3.122652, -4.232048, -2.542214], [-1.891884, -3.255088, -0.319102], [-1.156185, -2.053591, -1.343579], [-1.979770, -4.345144, 2.922964], [-3.479337, -6.056346, 1.909022], [-3.964179, -5.950626, -0.523161], [6.938107, -1.265304, 0.715459], [5.462861, -0.986873, 0.853302], [4.912943, -0.537706, 2.043831], [3.545727, -0.288866, 2.210582], [3.038257, 0.265779, 3.497500], [2.034882, 0.952683, 3.564127], [3.809765, 0.002013, 4.758362], [3.903025, 1.024673, 5.697650], [4.595378, 0.823378, 6.881148], [5.178996, -0.410603, 7.141767], [5.062574, -1.442623, 6.220920], [4.385948, -1.234286, 5.027800], [2.689937, -0.487368, 1.121899], [1.385339, -0.322998, 1.202459], [3.243967, -0.914404, -0.099835], [4.594488, -1.179897, -0.220097], [2.256067, -1.063688, -1.197001], [1.527801, -0.057353, -1.570512], [2.006489, 1.297592, -1.195723], [1.556097, 2.335922, -2.204369], [2.017995, 4.299998, -1.531538], [0.613188, 4.238033, 0.035402], [1.041324, 4.341225, 1.355732], [0.109976, 4.414855, 2.386985], [-1.247430, 4.364037, 2.104320], [-1.678273, 4.231719, 0.788570], [-0.752619, 4.179873, -0.244662], [2.053784, -2.403397, -1.764985], [1.648382, -2.523446, -3.091310], [1.421920, -3.774738, -3.635913], [1.571120, -4.908507, -2.847752], [1.983984, -4.794559, -1.525224], [2.248835, -3.544944, -0.989506], [7.478351, -0.968080, 1.613806], [7.367595, -0.726059, -0.130244], [7.122499, -2.329039, 0.551765], [5.578309, -0.339258, 2.877538], [3.427908, 1.973591, 5.484900], [4.676089, 1.625809, 7.603002], [5.718993, -0.570302, 8.066300], [5.502132, -2.409388, 6.429349], [4.283237, -2.044278, 4.315094], [4.982800, -1.523247, -1.174658], [3.094962, 1.295078, -1.153297], [1.660018, 1.574824, -0.187873], [0.490385, 2.282096, -2.399680], [2.090454, 2.219783, -3.149183], [2.100013, 4.367490, 1.580839], [0.449443, 4.503020, 3.411594], [-1.972633, 4.416121, 2.906675], [-2.736634, 4.174248, 0.566861], [-1.093353, 4.088929, -1.268376], [1.497411, -1.625176, -3.676230], [1.098983, -3.866124, -4.664721], [1.360986, -5.885443, -3.264393], [2.101367, -5.680048, -0.913954], [2.565915, -3.448939, 0.041980]], "atomic_forces_ev_per_a": [[0.3, -1.0, 0.1], [-0.4, -0.2, 0.4], [0.1, 0.2, -0.2], [0.2, -0.2, -0.1], [-0.2, -0.1, -0.1], [-0.7, 0.5, 0.0], [0.1, 0.3, 0.3], [-0.2, 0.0, 0.4], [0.1, 0.2, -0.1], [-0.5, 0.1, -1.1], [0.1, -0.2, 0.1], [0.0, 0.0, -0.1], [0.0, 0.0, 0.0], [0.0, 0.1, 0.0], [0.0, 0.0, 0.0], [0.0, 0.0, 0.0], [0.1, -0.4, 0.3], [0.0, 0.1, 0.0], [0.0, 0.0, 0.0], [0.0, 0.0, 0.0], [0.0, 0.0, 0.0], [-0.1, 0.0, -0.1], [0.0, 0.0, 0.1], [-0.1, 0.1, 0.0], [0.4, 0.0, -0.1], [0.0, 0.0, 0.0], [0.0, 0.0, 0.0], [0.0, 0.0, 0.0], [-0.1, 0.0, 0.0], [0.0, 0.0, 0.0], [0.1, 0.1, 0.0], [0.2, 0.1, 0.3], [0.0, -0.1, 0.1], [0.0, 0.1, -0.1], [0.0, 0.0, -0.1], [0.0, 0.0, 0.0], [0.0, 0.0, 0.0], [0.0, 0.0, 0.0], [0.0, 0.0, 0.0], [0.0, -0.1, 0.0], [-0.3, 0.0, -0.1], [0.7, 0.0, 0.4], [0.0, -0.1, -0.1], [0.0, 0.0, 0.0], [0.2, 0.2, 0.2], [0.1, -0.1, -0.1], [-0.1, -0.2, -0.2], [0.1, -0.1, -0.3], [0.1, 0.1, 0.0], [-0.1, 0.1, 0.0], [-0.1, 0.0, 0.1], [0.1, 0.1, 0.0], [-0.1, 0.2, 0.0], [0.0, 0.0, -0.1], [0.1, 0.1, 0.1], [0.0, 0.1, -0.1], [-0.1, 0.0, -0.1], [-0.1, 0.0, 0.0], [0.0, 0.0, 0.0], [0.0, 0.0, 0.0], [0.0, 0.0, 0.0], [0.0, 0.0, 0.0], [0.0, 0.0, 0.0], [0.0, 0.0, 0.0], [0.0, -0.1, 0.0], [0.0, 0.0, 0.0], [0.0, 0.0, 0.0], [0.0, 0.0, 0.0], [0.0, 0.0, 0.0], [0.0, 0.0, 0.0], [0.0, 0.0, 0.0], [0.1, 0.1, 0.2], [0.0, 0.1, 0.0], [0.0, 0.0, 0.0], [0.0, -0.1, 0.0], [0.0, 0.0, 0.0], [0.0, 0.0, 0.0], [0.0, 0.0, 0.0], [0.0, 0.0, 0.0], [0.0, 0.0, 0.0], [0.0, 0.0, 0.0], [0.0, 0.0, 0.0], [0.0, 0.0, 0.0], [0.0, 0.0, 0.0], [0.0, 0.0, 0.0]], "de_lowest_kcal_mol": 33.78, "spin_multiplicity": 1, "homo_energy_ev": -7.91, "homo_lumo_gap_ev": 7.292, "e_tot_ev": -100145.52590, "e_lumo_ev": -0.616}



Entry 2:
{"formula": "C39H33Cl3LaN3OP2S2", "method": "the ωB97M-V functional and the def2-TZVPD basis", "species": ["La", "Cl", "C", "C", "C", "Cl", "C", "O", "C", "Cl", "C", "H", "H", "C", "N", "P", "C", "C", "C", "C", "C", "C", "C", "C", "C", "C", "C", "C", "P", "C", "C", "C", "C", "C", "C", "C", "C", "C", "C", "C", "C", "H", "H", "H", "H", "H", "H", "H", "H", "H", "H", "H", "H", "H", "H", "H", "H", "H", "H", "H", "H", "H", "H", "H", "C", "C", "N", "C", "C", "S", "C", "C", "S", "C", "N", "C", "H", "H", "H", "H", "H", "H", "H", "H"], "positions_angstrom": [[11.763957, 13.621396, 15.663611], [17.988379, 17.516440, 13.605330], [16.492985, 16.928036, 13.967798], [16.253403, 16.313819, 15.207404], [15.005351, 15.744434, 15.380086], [14.472912, 14.917438, 16.804549], [14.060022, 15.731841, 14.315561], [12.955350, 14.983450, 14.366461], [14.246029, 16.546224, 13.163282], [12.961176, 16.755139, 12.061523], [15.465442, 17.193397, 13.046147], [17.025906, 16.158988, 15.977348], [15.644878, 17.822929, 12.194152], [10.564460, 10.254866, 11.428874], [11.472806, 11.177537, 12.109759], [12.334783, 10.640032, 13.535147], [12.962454, 8.997708, 13.173961], [13.526639, 8.720844, 11.890545], [14.001941, 7.467058, 11.642729], [14.010250, 6.495510, 12.659218], [13.460162, 6.749398, 13.885611], [12.912180, 7.990099, 14.150867], [13.957770, 11.465013, 13.306329], [15.015121, 11.009238, 14.121588], [16.257860, 11.632172, 14.136130], [16.533457, 12.624452, 13.202626], [15.477148, 13.119747, 12.424755], [14.271096, 12.434500, 12.369654], [11.211714, 12.914816, 12.152146], [10.868679, 13.283662, 10.464683], [11.791479, 13.957938, 9.620931], [11.390393, 14.252852, 8.315525], [10.176377, 13.778697, 7.832938], [9.273356, 13.143115, 8.670453], [9.652097, 12.836842, 9.971524], [9.601142, 13.058556, 13.029191], [9.310482, 12.371559, 14.246153], [8.130332, 12.579099, 14.988724], [7.215929, 13.493749, 14.465741], [7.434103, 14.192362, 13.283736], [8.662674, 14.022988, 12.614887], [10.566587, 10.482277, 10.357438], [9.554401, 10.320543, 11.822627], [10.959032, 9.238924, 11.578805], [13.621243, 9.518609, 11.160232], [14.506534, 7.226872, 10.718812], [14.501000, 5.520799, 12.453480], [13.494855, 5.965804, 14.627447], [12.453600, 8.169166, 15.144043], [14.885781, 10.133635, 14.725467], [17.075532, 11.262685, 14.783060], [17.535217, 13.040364, 13.117174], [15.619288, 14.022344, 11.806362], [13.535890, 12.687215, 11.582253], [12.738507, 14.276791, 10.015049], [12.083747, 14.818428, 7.672667], [9.938642, 13.901907, 6.781265], [8.248133, 12.904126, 8.340763], [8.957681, 12.305918, 10.585041], [9.925037, 11.487631, 14.441777], [7.919132, 12.023850, 15.912799], [6.299090, 13.617328, 14.998152], [6.659744, 14.841422, 12.877904], [8.833959, 14.639342, 11.733118], [9.608200, 16.846220, 15.266667], [9.791241, 16.230504, 16.596125], [10.269922, 15.011529, 16.876159], [10.277664, 14.814836, 18.300314], [9.845323, 15.930669, 19.001967], [9.585566, 17.274697, 17.972268], [10.855636, 13.604339, 18.867020], [11.294146, 13.486604, 20.173648], [12.349906, 12.126947, 20.327966], [12.081232, 11.721683, 18.695132], [11.410988, 12.615149, 17.972837], [12.567184, 10.430086, 18.210847], [10.187484, 16.273218, 14.526998], [10.008676, 17.869003, 15.271978], [8.548621, 16.913218, 15.014961], [9.730612, 15.985226, 20.093904], [11.138667, 14.189417, 21.014286], [12.123439, 9.585135, 18.761695], [13.628791, 10.369032, 18.416196], [12.391384, 10.372358, 17.148463]], "atomic_forces_ev_per_a": [[1.3, -1.2, -2.9], [2.3, 0.9, -0.3], [-2.1, 0.0, 0.9], [0.2, -0.5, 0.0], [-1.0, 0.2, -2.2], [0.0, -0.4, 0.5], [-0.6, 0.1, -0.4], [-0.1, 0.2, 1.2], [1.1, -0.3, 2.0], [-0.1, -0.1, -0.3], [-0.2, -0.8, 0.1], [-0.3, 0.4, -0.6], [0.2, 0.1, -0.2], [0.5, -0.2, -0.1], [0.5, 0.7, 0.8], [0.5, 0.9, -0.3], [-0.3, -1.2, -0.5], [-0.5, 0.6, 1.2], [0.8, -0.8, 0.3], [0.6, -0.6, -1.1], [0.2, -0.4, 0.2], [-0.5, 0.9, 0.2], [1.0, -0.5, 0.0], [-0.3, 0.8, 0.4], [0.7, -0.7, -0.4], [-0.7, 0.9, 0.4], [0.9, 0.0, -0.7], [-0.8, 0.9, -0.3], [0.5, -1.6, 1.7], [0.3, 0.1, -1.0], [-1.6, -0.1, 0.3], [1.1, -0.2, 0.1], [-0.1, 0.3, -0.3], [-0.4, -0.3, 0.0], [-0.3, 0.8, -1.0], [-1.2, 0.8, 0.4], [0.2, -0.5, -0.5], [0.6, 0.4, -0.8], [-0.1, -0.2, 0.4], [1.0, -0.4, 0.1], [-0.6, 0.3, 0.2], [-0.1, -0.2, 0.2], [-0.3, -0.1, 0.0], [-0.4, 0.3, -0.2], [-0.1, -0.1, 0.0], [-0.2, 0.1, -0.2], [-0.5, 0.8, 0.2], [-0.1, 0.1, 0.2], [0.3, 0.0, -0.8], [-0.2, -0.3, 0.5], [-0.7, 0.1, -0.5], [-0.3, 0.1, 0.1], [0.1, -0.8, 0.1], [0.6, 0.1, 0.7], [0.2, 0.2, 0.0], [-0.5, -0.4, 0.2], [-0.1, 0.3, 0.2], [0.8, -0.1, 0.0], [-0.3, -0.1, 0.4], [0.0, 0.2, 0.4], [0.1, 0.2, -0.6], [-0.6, 0.2, 0.2], [0.3, 0.0, 0.1], [0.1, -0.3, 0.1], [0.6, -0.1, -0.5], [1.0, 0.4, 1.1], [-1.8, 1.8, 2.0], [-0.8, 1.8, -0.5], [0.7, -1.2, 0.1], [-0.6, -1.5, -0.4], [2.0, -0.5, 0.3], [-0.1, 0.3, -0.6], [-1.1, 0.4, 0.0], [-0.3, 0.8, 0.1], [-0.9, 0.1, 2.4], [0.5, -0.4, 0.0], [-0.4, 0.2, -0.1], [-0.1, -0.2, 0.0], [0.1, -0.2, -0.2], [0.2, 0.1, -0.7], [0.1, -0.7, -0.8], [-0.1, 0.4, -0.4], [0.4, -0.2, -0.2], [0.0, -0.4, -0.4]], "charge": 2, "de_lowest_kcal_mol": 11.36, "spin_multiplicity": 1, "homo_energy_ev": -12.43, "homo_lumo_gap_ev": 6.679, "e_tot_ev": -126160.35666, "e_lumo_ev": -5.755}



Entry 3:
{"formula": "C39H33N8O3V", "method": "the ωB97M-V functional and the def2-TZVPD basis", "species": ["V", "C", "O", "C", "C", "C", "C", "C", "C", "C", "N", "C", "C", "N", "C", "C", "C", "C", "N", "C", "C", "N", "C", "C", "C", "C", "H", "H", "H", "H", "H", "H", "H", "H", "H", "H", "H", "H", "H", "H", "N", "C", "C", "N", "C", "C", "N", "H", "H", "H", "H", "H", "C", "C", "C", "C", "C", "C", "N", "C", "C", "C", "C", "C", "C", "C", "O", "O", "C", "C", "H", "H", "H", "H", "H", "H", "H", "H", "H", "H", "H", "H", "H", "H"], "positions_angstrom": [[-0.124674, -0.901858, 0.774771], [0.574875, 11.991658, 2.377962], [1.515126, 11.133622, 1.745972], [1.244579, 9.814568, 1.707920], [0.109289, 9.226823, 2.264575], [-0.068185, 7.857302, 2.167148], [0.869019, 7.054423, 1.526164], [2.001110, 7.656782, 0.968552], [2.188581, 9.018237, 1.055847], [0.644331, 5.602675, 1.441590], [-0.559415, 5.121007, 1.518722], [-0.531174, 3.676743, 1.510891], [1.515265, 3.411114, 1.305070], [1.833646, 4.824314, 1.238133], [2.321278, 2.154418, 1.145235], [3.604470, 1.807985, 0.993335], [3.946272, 0.438942, 0.654642], [2.998906, -0.496252, 0.428013], [1.656300, -0.219045, 0.540074], [1.267848, 1.103203, 0.930146], [-0.921204, 1.373086, 1.170639], [-1.695272, 0.182294, 0.903484], [-3.060171, 0.252970, 1.070370], [-3.676573, 1.389765, 1.455065], [-2.954190, 2.628204, 1.681961], [-1.624228, 2.644113, 1.563271], [0.978005, 12.994861, 2.285423], [0.462738, 11.741385, 3.434807], [-0.396475, 11.942980, 1.881805], [-0.632807, 9.823005, 2.774496], [-0.944914, 7.392033, 2.596909], [2.728426, 7.060089, 0.432363], [3.054119, 9.496683, 0.617743], [2.622504, 5.157453, 1.776371], [4.396198, 2.541808, 1.079855], [4.984500, 0.158169, 0.559771], [3.251365, -1.512771, 0.160102], [-3.611939, -0.658900, 0.892048], [-4.749905, 1.371902, 1.574515], [-3.501590, 3.535868, 1.900904], [0.271431, 3.989650, -0.937428], [0.335899, 3.252345, 0.284031], [0.137364, 1.760621, 0.112747], [0.209195, 0.775906, 2.023768], [0.392959, 1.159321, 3.380011], [0.574081, 2.460604, 3.550930], [0.566264, 3.281705, 2.419582], [1.193680, 4.274249, -1.247509], [-0.277412, 4.834301, -0.823073], [-0.013683, 1.460890, -0.921835], [0.377957, 0.408624, 4.156439], [0.719721, 2.905767, 4.529258], [-3.146024, -9.892019, -3.519929], [-1.918590, -9.496569, -2.740200], [-0.939286, -10.450409, -2.478870], [0.203988, -10.138096, -1.761890], [0.388821, -8.844815, -1.305409], [-0.579169, -7.885363, -1.562464], [-0.377337, -6.559583, -1.068490], [-0.043679, -5.505584, -1.850759], [0.198300, -5.690829, -3.230484], [0.549559, -4.639691, -4.036155], [0.683690, -3.341508, -3.525493], [0.447455, -3.136271, -2.193085], [0.074372, -4.186880, -1.332794], [-0.185357, -3.951287, 0.079364], [-0.399610, -4.759464, 0.936723], [-0.184917, -2.598045, 0.432933], [-1.746324, -8.189945, -2.265285], [-2.779673, -7.117554, -2.486605], [-3.085764, -10.936071, -3.821497], [-3.259959, -9.288201, -4.422043], [-4.054879, -9.769409, -2.928006], [-1.081492, -11.460353, -2.843968], [0.950092, -10.897047, -1.567199], [1.278637, -8.564534, -0.755929], [-0.443690, -6.391897, -0.075205], [0.116893, -6.688822, -3.639261], [0.734288, -4.822800, -5.087112], [0.972724, -2.523196, -4.169377], [0.558918, -2.140043, -1.788705], [-2.451859, -6.396329, -3.241019], [-2.957119, -6.560240, -1.565733], [-3.726540, -7.532780, -2.819604]], "atomic_forces_ev_per_a": [[0.0, -0.4, -0.1], [0.0, 0.0, 0.0], [0.0, 0.0, 0.0], [0.0, 0.0, 0.0], [0.0, 0.0, 0.0], [0.0, 0.0, 0.0], [0.0, 0.0, 0.0], [0.0, 0.0, 0.0], [0.0, 0.0, 0.0], [0.0, 0.0, 0.0], [0.0, 0.0, 0.0], [0.0, 0.0, 0.0], [-0.1, 0.1, 0.1], [0.0, 0.0, 0.0], [0.1, 0.0, 0.0], [0.0, 0.0, 0.0], [0.0, 0.0, 0.0], [0.0, 0.0, -0.1], [-0.5, -0.1, 0.1], [-0.1, 0.1, 0.1], [0.0, 0.0, -0.1], [0.6, -0.3, 0.0], [-0.1, 0.0, 0.0], [0.0, 0.0, 0.0], [0.0, 0.0, 0.0], [0.0, 0.0, 0.1], [0.0, 0.0, 0.0], [0.0, 0.0, 0.0], [0.0, 0.0, 0.0], [0.0, 0.0, 0.0], [0.0, 0.0, 0.0], [0.0, 0.0, 0.0], [0.0, 0.0, 0.0], [0.0, 0.0, 0.0], [0.0, 0.0, 0.0], [0.0, 0.0, 0.0], [0.0, 0.0, 0.0], [0.0, 0.0, 0.0], [0.0, 0.0, 0.0], [0.0, 0.0, 0.0], [-0.1, 0.0, 0.0], [0.0, 0.0, 0.0], [0.1, 0.2, 0.0], [0.1, -0.1, -0.2], [0.0, -0.1, 0.0], [0.0, 0.1, 0.0], [0.0, 0.0, -0.1], [0.0, 0.0, 0.0], [0.0, 0.0, 0.0], [0.0, 0.0, 0.0], [0.0, 0.0, 0.0], [0.0, 0.0, 0.0], [0.0, 0.0, 0.0], [0.0, 0.0, 0.0], [0.0, 0.0, 0.0], [0.0, 0.0, 0.0], [0.0, 0.0, 0.0], [0.0, 0.0, 0.0], [0.0, 0.1, 0.0], [0.0, 0.0, 0.1], [0.0, 0.0, -0.1], [0.0, 0.0, 0.0], [0.0, 0.0, 0.0], [0.0, 0.0, 0.0], [0.0, 0.0, 0.1], [0.2, -0.1, -0.2], [-0.1, 0.0, 0.2], [-0.1, 0.6, 0.1], [0.0, 0.0, 0.0], [0.0, 0.0, 0.0], [0.0, 0.0, 0.0], [0.0, 0.0, 0.0], [0.0, 0.0, 0.0], [0.0, 0.0, 0.0], [0.0, 0.0, 0.0], [0.0, 0.0, 0.0], [0.0, 0.0, 0.0], [0.0, 0.0, 0.0], [0.0, 0.0, 0.0], [0.0, 0.0, 0.0], [0.0, 0.0, 0.0], [0.0, 0.0, 0.0], [0.0, 0.0, 0.0], [0.0, 0.0, 0.0]], "charge": 1, "de_lowest_kcal_mol": 169.29, "spin_multiplicity": 2, "homo_energy_ev": [-10.18, -10.18], "homo_lumo_gap_ev": [5.818, 5.250], "e_tot_ev": -84719.88376, "e_lumo_ev": [-4.362, -4.932]}



Which formula does entry 1 have? C39H33Cl2N3O5STeZr